A 4-piece molecular cluster, C4H16NO4 overall. Source: the Open Molecules 2025 dataset; level of theory: the ωB97M-V functional and the def2-TZVPD basis.

Summary:
**Net charge**: +1
**LUMO**: -2.7 eV
**E_tot**: -517.51423 a.u.
**Kohn-Sham gap**: 0.410 hartree
**F_max**: 0.830 eV Å⁻¹

Geometry (Å):
O: -1.570 -1.262 -1.164
C: -1.816 -0.287 -0.510
C: -0.720 0.425 0.279
C: -0.535 1.863 -0.237
C: -1.710 2.753 0.144
N: 0.548 -0.348 0.192
H: -2.822 0.147 -0.446
H: -1.016 0.462 1.329
H: -0.391 1.852 -1.318
H: 0.391 2.254 0.188
H: -2.640 2.441 -0.332
H: -1.863 2.769 1.222
H: -1.553 3.784 -0.170
H: 0.761 -0.733 -0.757
H: 0.482 -1.114 0.873
H: 1.345 0.265 0.437
H: 1.578 -1.447 -3.053
H: 0.206 -1.972 -2.592
O: 1.042 -1.625 -2.274
H: -0.564 -2.546 2.568
H: 0.743 -2.002 3.127
O: 0.073 -1.818 2.468
H: 3.964 0.371 0.289
H: 3.519 1.292 1.450
O: 3.212 0.638 0.832

natural (NBO) population analysis, charges in e, atoms 1 to 8:
1. O -0.519
2. C 0.440
3. C -0.158
4. C -0.405
5. C -0.616
6. N -0.734
7. H 0.151
8. H 0.240


A 3-piece molecular cluster, C4H16NO4 overall in a non-equilibrium geometry. Source: the Open Molecules 2025 dataset; level of theory: the ωB97M-V functional and the def2-TZVPD basis.

Summary:
**Net charge**: +1
**LUMO**: -3.2 eV
**E_tot**: -517.40125 a.u.
**Kohn-Sham gap**: 0.399 hartree
**F_max**: 4.628 eV Å⁻¹

Geometry (Å):
C: 0.470 -0.158 1.591
O: -0.774 0.261 2.284
C: 0.404 0.093 0.058
C: 1.609 0.537 -0.728
C: 2.213 1.923 -0.438
O: 1.371 0.366 -2.073
N: -0.842 0.913 -0.173
H: 1.424 0.522 2.027
H: 0.567 -1.303 1.840
H: -0.884 -0.284 3.110
H: 0.016 -0.892 -0.365
H: 2.418 -0.279 -0.522
H: 2.850 2.247 -1.188
H: 2.813 1.746 0.432
H: 1.424 2.744 -0.422
H: 2.181 0.477 -2.589
H: -1.067 0.866 -1.322
H: -0.736 1.895 -0.015
H: -1.711 0.536 0.402
H: -4.028 -1.115 1.370
H: -3.782 0.286 0.434
O: -3.605 -0.299 1.207
H: -1.212 -3.879 -0.976
H: -0.508 -3.862 -2.369
O: -0.610 -3.343 -1.576

natural (NBO) population analysis, charges in e, atoms 1 to 8:
1. C -0.089
2. O -0.753
3. C -0.107
4. C 0.086
5. C -0.641
6. O -0.728
7. N -0.731
8. H 0.194


A 6-piece molecular cluster, C4H16NO7S overall in a non-equilibrium geometry. Source: the Open Molecules 2025 dataset; level of theory: the ωB97M-V functional and the def2-TZVPD basis.

Summary:
**Net charge**: -1
**LUMO**: 2.3 eV
**E_tot**: -1141.65706 a.u.
**Kohn-Sham gap**: 0.205 hartree
**F_max**: 3.094 eV Å⁻¹

Geometry (Å):
O: 0.657 -1.949 0.199
C: 1.154 -0.917 -0.282
N: 0.438 0.213 -0.365
C: -0.814 0.421 0.309
C: -1.970 0.425 -0.654
S: -3.152 1.810 -0.267
C: -0.815 1.766 1.039
O: 0.051 2.589 0.784
H: 2.120 -1.122 -0.720
H: 0.908 0.984 -0.814
H: -1.034 -0.300 1.107
H: -1.681 0.810 -1.665
H: -2.520 -0.471 -0.826
H: -1.311 1.745 2.023
H: 1.480 -2.248 -3.017
H: 2.682 -1.405 -2.716
O: 1.736 -1.319 -2.885
H: -1.779 -3.735 -0.419
H: -0.540 -3.243 0.248
O: -1.236 -3.926 0.364
H: 0.628 -2.845 2.798
H: 1.944 -2.541 1.943
O: 1.575 -2.920 2.741
H: 1.819 1.217 1.381
H: 2.778 1.871 2.303
O: 2.085 1.204 2.322
H: 1.710 1.687 -3.126
H: 1.138 2.701 -2.140
O: 1.964 2.234 -2.357

natural (NBO) population analysis, charges in e, atoms 1 to 8:
1. O -0.746
2. C 0.542
3. N -0.598
4. C -0.207
5. C -0.511
6. S -0.618
7. C 0.456
8. O -0.653


C4H16O14V3 as an isolated structure in a non-equilibrium geometry. Source: the Open Molecules 2025 dataset; level of theory: the ωB97M-V functional and the def2-TZVPD basis.

Summary:
**Net charge**: +1
**LUMO**: -6.6 eV
**E_tot**: -4046.63821 a.u.
**Kohn-Sham gap**: 0.092 hartree
**F_max**: 7.083 eV Å⁻¹

Geometry (Å):
O: 2.149 -2.016 4.724
V: 0.714 -1.233 4.556
O: 0.000 -1.412 5.980
O: -5.307 3.871 2.412
V: -4.165 3.857 1.358
O: -4.454 5.158 0.452
O: -1.038 5.181 -3.883
V: 0.252 5.248 -2.915
O: 0.124 6.656 -2.143
C: -0.229 1.414 0.990
O: 0.727 0.717 1.015
O: -1.114 1.072 1.771
O: -0.457 2.401 0.249
O: -1.755 5.997 3.576
H: -1.803 6.551 4.355
H: -0.843 6.061 3.292
O: 5.448 1.045 -0.364
H: 4.748 0.406 -0.234
H: 5.707 1.301 0.521
O: 2.855 2.134 5.258
H: 3.782 1.900 5.305
H: 2.820 2.847 4.620
O: 1.805 1.655 -3.838
H: 1.688 1.243 -2.983
H: 2.523 1.169 -4.243
C: -1.840 -4.018 -2.441
C: -1.515 -5.506 -2.512
C: -0.070 -5.872 -2.720
O: -1.998 -6.122 -1.329
H: -2.853 -3.718 -2.170
H: -1.654 -3.607 -3.433
H: -1.082 -3.475 -1.878
H: -2.111 -5.931 -3.319
H: 0.346 -5.373 -3.595
H: -0.012 -6.909 -3.052
H: 0.606 -5.619 -1.903
H: -1.997 -7.070 -1.479

Löwdin population analysis, charges in e, atoms 1 to 8:
1. O -0.273
2. V 1.259
3. O -0.257
4. O -0.242
5. V 1.228
6. O -0.272
7. O -0.289
8. V 1.200


Sequential energy above the lowest of the compared OMol25 structures with the same formula, charge and spin output: 0.0000; 3.0743; 1.2353; 15.5157 eV